{
  "formula": "C28H47N8O7",
  "method": "ωB97M-V/def2-TZVPD",
  "elements": ["C", "C", "C", "C", "C", "C", "N", "O", "C", "C", "C", "H", "H", "H", "H", "H", "H", "H", "H", "H", "H", "H", "H", "H", "H", "H", "H", "H", "H", "N", "C", "C", "C", "C", "H", "H", "H", "H", "H", "N", "C", "C", "C", "C", "H", "H", "H", "H", "H", "N", "C", "C", "C", "C", "H", "H", "H", "H", "H", "N", "C", "C", "C", "C", "H", "H", "H", "H", "H", "C", "N", "O", "O", "H", "H", "H", "C", "N", "O", "O", "H", "H", "H", "C", "N", "O", "O", "H", "H", "H"],
  "coordinates": [[-0.130, 0.573, 4.223], [0.125, -0.317, 3.063], [-0.164, -1.848, 3.422], [-0.361, -2.776, 2.303], [-1.452, -2.235, 1.399], [-1.085, -0.870, 0.831], [-0.705, 0.070, 1.925], [-0.910, 1.405, 1.741], [-2.293, -0.302, 0.072], [0.081, -0.893, -0.194], [1.698, -0.101, 2.791], [0.015, 1.466, 3.901], [0.444, 0.239, 5.155], [-1.245, 0.549, 4.474], [-1.183, -1.681, 3.692], [0.306, -2.206, 4.370], [-0.428, -3.700, 2.581], [0.530, -2.729, 1.686], [-2.356, -1.980, 2.068], [-1.827, -2.887, 0.541], [-2.947, -0.151, 0.886], [-2.666, -0.742, -0.824], [-1.927, 0.575, -0.478], [1.120, -1.038, 0.399], [0.177, 0.016, -0.861], [0.112, -1.724, -0.857], [2.004, -0.772, 2.181], [2.046, -0.312, 3.787], [2.134, 0.933, 2.792], [-0.787, -5.577, 0.365], [-2.070, -5.549, -0.115], [-2.076, -4.779, -1.408], [-0.609, -4.352, -1.576], [0.087, -4.932, -0.429], [-0.375, -6.163, 1.168], [-2.716, -5.991, 0.356], [-3.021, -4.649, -1.986], [-0.106, -3.687, -2.354], [1.126, -4.889, -0.263], [-0.396, 0.280, -3.681], [0.429, -0.631, -4.295], [-0.346, -1.833, -4.606], [-1.689, -1.674, -3.824], [-1.634, -0.213, -3.319], [-0.047, 1.272, -3.417], [1.522, -0.362, -4.620], [-0.022, -2.732, -4.980], [-2.477, -2.393, -3.709], [-2.207, 0.372, -2.614], [0.342, 3.299, -3.814], [-0.972, 3.318, -3.332], [-0.991, 2.757, -1.892], [0.444, 2.605, -1.518], [1.275, 2.866, -2.860], [0.541, 3.618, -4.794], [-1.719, 3.644, -4.059], [-1.811, 2.654, -1.167], [0.860, 2.353, -0.684], [2.107, 2.779, -3.137], [1.370, 6.554, 2.494], [1.405, 7.043, 3.728], [1.787, 5.880, 4.654], [1.866, 4.633, 3.776], [1.587, 5.183, 2.274], [1.041, 7.269, 1.894], [1.224, 8.078, 4.041], [1.950, 5.673, 5.765], [2.005, 3.544, 3.790], [1.366, 4.697, 1.297], [-6.910, -0.688, -2.104], [-5.681, -0.015, -1.896], [-5.638, 0.975, -1.212], [-4.882, -0.398, -2.621], [-7.043, -0.956, -3.087], [-7.604, -0.065, -1.822], [-6.920, -1.476, -1.676], [4.972, 2.809, 1.215], [4.230, 1.999, 0.246], [3.328, 1.276, 0.683], [4.477, 2.003, -1.004], [5.131, 3.888, 0.794], [6.025, 2.414, 0.986], [4.755, 2.750, 2.102], [3.111, -3.029, -1.891], [3.907, -2.952, -0.570], [5.096, -2.788, -0.584], [3.256, -3.054, 0.436], [2.567, -3.848, -1.880], [3.886, -3.007, -2.445], [2.565, -2.365, -1.885]],
  "relative_energy_kcal_mol": 100.6,
  "homo_lumo_gap_ev": 3.612,
  "charge": 1,
  "homo_energy_ha": -0.362,
  "fmax_ha_per_bohr": 0.3450
}